{"formula": "C56H153CoN13O15", "method": "ωB97M-V with the def2-TZVPD basis set", "gap_ha": [0.30470, 0.28975], "s2": 3.76, "spin_multiplicity": 4, "symbols": ["H", "C", "H", "H", "H", "H", "C", "O", "C", "H", "O", "H", "H", "H", "H", "H", "C", "N", "H", "N", "H", "H", "H", "O", "C", "H", "H", "H", "O", "C", "C", "H", "H", "H", "H", "H", "H", "O", "H", "H", "C", "H", "H", "N", "H", "H", "H", "H", "C", "H", "H", "C", "H", "C", "C", "H", "C", "H", "H", "C", "H", "N", "H", "N", "C", "H", "N", "H", "H", "H", "H", "C", "H", "H", "H", "H", "N", "C", "H", "H", "C", "H", "H", "H", "C", "H", "H", "H", "H", "H", "C", "H", "H", "H", "H", "C", "H", "C", "H", "O", "O", "H", "H", "H", "H", "H", "C", "H", "C", "C", "O", "H", "H", "H", "H", "N", "H", "C", "C", "H", "H", "H", "C", "H", "C", "C", "N", "H", "H", "C", "H", "H", "C", "H", "H", "H", "C", "N", "H", "H", "N", "C", "H", "H", "C", "O", "H", "C", "H", "H", "H", "C", "H", "H", "H", "H", "H", "H", "H", "H", "H", "H", "H", "H", "C", "H", "H", "H", "C", "H", "H", "C", "H", "H", "H", "H", "C", "H", "H", "H", "C", "H", "C", "H", "C", "H", "H", "C", "C", "C", "H", "H", "H", "H", "O", "H", "H", "C", "H", "H", "C", "H", "C", "H", "H", "O", "H", "H", "H", "H", "O", "O", "O", "H", "H", "C", "C", "H", "H", "H", "Co", "H", "H", "H", "N", "H", "C", "C", "H", "C", "H", "H", "H", "C", "O", "H", "H", "N"], "xyz": [[-1.659, 6.047, 7.042], [9.778, 6.106, 0.939], [2.633, -4.449, -0.817], [-3.497, 1.736, 1.941], [2.129, 2.777, 3.758], [-1.300, -0.964, -3.030], [-2.927, -4.890, -2.677], [-0.696, -1.488, -7.275], [-5.470, 1.667, 2.750], [-2.372, -5.995, 9.311], [-2.750, -2.721, 1.151], [-2.479, -4.347, 9.185], [3.579, -1.878, -0.267], [-1.302, 2.288, -3.619], [-5.026, 6.383, 2.698], [8.346, -0.866, -4.559], [7.373, 3.355, 1.167], [-2.935, -5.233, 8.954], [-0.878, 4.726, -4.107], [-2.458, -3.855, -1.766], [0.336, 2.722, 3.944], [-1.716, -3.934, -4.162], [0.300, -6.433, -0.879], [-2.384, -0.257, 2.906], [-3.493, 0.372, 3.493], [-1.358, 0.500, -9.874], [-2.985, 3.273, -1.697], [2.949, 3.800, 1.710], [5.014, -0.919, 2.733], [-1.242, 2.145, -7.593], [-4.896, 5.032, -1.943], [-6.189, 0.995, 3.216], [-2.478, 0.820, -1.843], [-3.011, 4.329, -0.329], [1.479, -2.158, -0.211], [9.586, 6.559, 1.917], [-2.063, -5.596, -4.684], [-3.021, 4.918, 5.969], [-5.250, 4.607, 2.621], [-4.627, 4.249, 5.006], [-1.520, -0.896, 3.807], [2.251, -1.448, 2.553], [1.595, -0.986, 4.065], [-6.225, 6.303, -3.391], [-1.937, -5.606, 5.692], [1.290, -2.624, 3.508], [5.158, -1.168, 4.800], [-6.848, 0.458, -3.128], [4.361, -5.070, 1.366], [2.813, -5.983, -1.586], [5.065, 0.791, -2.418], [2.647, 4.239, -0.894], [9.376, 6.695, 0.104], [2.080, 3.397, 1.181], [-4.276, -4.508, -3.254], [-4.177, -3.564, -3.805], [-4.122, -4.498, 6.907], [0.059, -6.366, -4.844], [-1.214, 2.219, -6.513], [-2.303, 6.127, 6.160], [-2.315, -3.681, 3.762], [-3.342, -1.030, -1.358], [2.706, -1.881, 6.094], [5.037, -5.005, -1.131], [-3.083, 0.032, -2.318], [5.946, -5.469, -1.115], [-0.436, 3.068, 1.538], [-2.249, 3.693, 2.545], [-4.550, 6.043, 5.115], [-4.122, 1.392, -3.580], [4.225, -1.308, -2.439], [-3.422, 5.133, 3.514], [-0.591, 2.950, -7.953], [-1.485, -4.143, -1.598], [-5.098, -0.708, 1.746], [-2.654, 5.904, 3.428], [-0.473, 0.559, -9.354], [-0.195, -3.524, 6.077], [4.052, -2.874, 6.005], [-0.785, -3.430, -6.757], [1.980, 0.379, -4.976], [-5.961, 2.189, 1.925], [0.532, -4.626, -4.532], [6.978, -0.925, 3.455], [-4.219, 0.987, 2.300], [-6.976, 5.518, -1.573], [4.520, -6.703, -0.038], [-2.617, -4.733, 0.921], [0.636, -3.921, 6.657], [3.864, 0.736, -1.214], [-3.003, -5.369, 7.496], [7.705, 2.859, 3.095], [-6.098, 3.763, -3.928], [0.261, 3.598, -1.538], [9.050, 2.745, 2.090], [-1.414, -0.289, -7.143], [1.089, 1.523, 3.014], [6.345, -1.625, -2.129], [-3.555, 2.632, -0.132], [-0.962, 0.073, 0.305], [1.736, 4.272, 0.129], [7.587, 2.922, 0.196], [-3.018, -5.904, -2.210], [6.233, 0.646, 3.258], [1.445, -0.487, -4.624], [-1.960, 0.300, -4.148], [3.370, -2.244, 4.196], [4.185, -3.997, 1.291], [-1.417, -2.549, -6.674], [-3.562, 3.510, -0.789], [-1.426, -3.836, 6.696], [2.396, 4.886, -1.726], [2.403, 0.308, -5.976], [3.753, -5.632, 2.081], [5.018, -1.683, 0.348], [8.047, 2.568, 2.179], [-0.506, 2.112, -1.250], [-2.196, -0.540, -3.481], [0.353, -5.616, -4.100], [6.745, -0.219, 1.834], [-4.567, -5.250, -4.007], [-0.077, -3.985, 5.096], [-0.067, 3.988, -4.079], [-0.605, 3.655, 0.715], [-6.305, 5.242, -2.394], [0.347, -0.335, 0.208], [3.145, -2.652, 5.580], [-5.133, 2.399, 3.485], [-4.349, -1.146, -1.438], [5.880, 3.331, 1.324], [5.569, 3.843, 0.400], [5.573, 0.851, -0.732], [-1.877, -4.971, -3.804], [6.334, -2.715, -2.294], [7.361, 5.424, 0.352], [-3.327, -6.381, 7.293], [-6.829, 3.954, -3.133], [-0.476, 2.956, -1.828], [3.906, -0.117, 4.316], [-3.209, 1.108, 4.268], [-4.475, -0.025, 1.291], [-3.983, 5.122, 4.914], [-6.788, 3.159, -2.391], [-0.062, 3.613, -5.104], [1.182, 2.582, 3.270], [9.213, 4.819, 0.950], [0.787, 4.485, 2.461], [-2.888, -3.954, 1.681], [-5.082, 0.457, 0.622], [8.628, -1.686, -3.064], [-4.473, 5.941, -1.496], [7.849, -1.516, -3.821], [-5.047, -4.480, -2.502], [-1.500, -0.015, -6.093], [2.907, 0.578, -4.406], [-1.649, -2.273, -5.641], [2.235, 2.385, 0.789], [2.796, 3.234, -1.276], [-4.964, 1.079, -1.932], [0.922, 4.356, -3.791], [-2.985, -1.909, -1.719], [5.123, -4.037, -0.815], [0.943, -0.185, 1.122], [-0.922, -1.504, 3.130], [0.574, -5.992, 0.087], [-6.039, 0.956, -4.678], [0.340, 0.797, -7.540], [-0.095, -2.435, 6.051], [4.402, -1.046, 4.025], [5.413, 2.341, 1.383], [5.345, -5.289, 1.774], [4.878, 0.387, -1.434], [-1.695, 6.374, 5.279], [-4.183, 5.293, 1.475], [3.601, 4.678, -0.567], [-0.891, -5.862, 7.031], [7.842, 4.829, 1.145], [5.583, 3.963, 2.158], [-2.103, -1.480, 4.551], [1.696, 2.112, -3.016], [0.789, 1.715, -3.503], [1.195, -5.891, -3.467], [-4.382, 0.687, -2.779], [-5.934, 7.205, -3.017], [0.865, 3.460, 2.113], [-4.040, -4.611, 5.820], [-0.035, -0.366, -9.389], [2.046, -1.850, 3.551], [-0.359, 2.709, -3.254], [4.214, -5.657, -0.062], [10.851, 5.975, 0.769], [-6.646, -0.726, -4.565], [0.843, 0.261, -0.578], [-3.917, -4.267, 1.918], [-0.693, -5.408, -3.175], [-2.375, -2.735, -7.158], [-4.040, -3.433, 7.162], [4.944, -1.145, -1.626], [0.568, 0.758, -3.011], [-2.715, -1.289, -4.071], [2.844, -5.504, -0.590], [-0.941, -0.092, 4.280], [-6.272, 0.124, -3.990], [7.556, -2.487, -4.219], [-2.466, -0.445, -7.433], [1.035, 1.461, -4.916], [-5.043, -4.965, 7.264], [-4.104, -0.409, 3.971], [-2.268, 2.281, -7.952], [-7.836, 4.025, -3.564], [-5.106, -0.355, -3.400], [-4.865, 3.963, -1.064], [6.692, -0.914, -3.329], [0.338, -4.936, 0.027], [-4.395, 4.767, -2.880], [-4.530, 5.421, 2.506], [0.442, -1.816, -0.226], [3.837, -3.074, 3.664], [-0.442, 2.098, 1.212], [-2.306, 3.584, 4.145], [-2.533, -0.894, 0.666], [7.573, 5.277, 2.108], [-0.117, -2.485, 0.455], [-0.925, -4.175, 2.708], [-2.882, 3.801, 3.334], [-7.136, 6.447, -3.814], [6.295, -0.359, 2.822], [-0.689, 0.804, -7.928], [-3.006, 6.964, 6.249], [-1.705, -5.211, 6.697], [0.028, -6.449, 0.924], [-2.214, -5.322, 3.223], [-0.023, -2.024, -1.196], [-1.994, -4.292, 2.918], [1.957, -6.136, 0.301], [-3.005, -3.898, -0.907], [7.115, -1.507, -1.356], [4.558, -1.990, -0.515]], "mulliken_spin": [0.0000, 0.0000, -0.0001, 0.0072, 0.0000, 0.0026, -0.0016, 0.0000, -0.0008, 0.0000, 0.0563, 0.0000, 0.0003, 0.0001, 0.0000, 0.0000, 0.0000, 0.0000, 0.0000, 0.0054, 0.0001, -0.0004, 0.0000, -0.0114, 0.0007, 0.0000, -0.0015, -0.0001, 0.0000, 0.0000, 0.0001, 0.0010, 0.0236, -0.0005, -0.0066, 0.0000, 0.0000, 0.0000, 0.0000, -0.0001, 0.0042, -0.0008, -0.0001, 0.0000, 0.0000, 0.0002, 0.0000, -0.0002, 0.0001, 0.0000, 0.0001, 0.0000, 0.0000, -0.0018, 0.0006, -0.0003, 0.0000, 0.0000, 0.0000, 0.0000, -0.0028, 0.0753, 0.0000, 0.0000, -0.0210, 0.0000, -0.0030, 0.0003, 0.0000, 0.0005, 0.0003, 0.0001, 0.0000, -0.0017, 0.0027, 0.0000, 0.0000, 0.0003, 0.0000, 0.0000, 0.0001, -0.0017, 0.0000, 0.0000, -0.0257, 0.0000, 0.0000, 0.0023, 0.0000, 0.0010, -0.0001, 0.0000, 0.0000, -0.0004, 0.0000, 0.0002, -0.0001, 0.0000, -0.0059, 0.0860, 0.0001, 0.0000, -0.0001, 0.0000, 0.0000, 0.0002, 0.0002, -0.0001, -0.0001, 0.0119, -0.0001, 0.0000, 0.0000, 0.0000, 0.0000, 0.0000, -0.0049, -0.0084, 0.0000, 0.0000, 0.0000, -0.0001, 0.0001, 0.0000, 0.0000, -0.0210, 0.0000, 0.0005, 0.0035, 0.0000, 0.0000, 0.0000, 0.0006, 0.0000, 0.0000, 0.0000, 0.0000, -0.0001, 0.0000, 0.0005, 0.0600, 0.0000, 0.0000, 0.0000, 0.0000, 0.0000, 0.0001, 0.0029, -0.0022, 0.0000, 0.0000, 0.0000, 0.0001, -0.0003, -0.0001, 0.0000, 0.0012, 0.0002, 0.0013, -0.0001, -0.0113, 0.0000, -0.0127, 0.0062, 0.0002, 0.0001, 0.0000, 0.0002, 0.0000, 0.0000, 0.0000, -0.0006, 0.0000, 0.0000, 0.0000, 0.0000, 0.0000, 0.0000, -0.0001, 0.0000, -0.0010, 0.0000, -0.0046, 0.0000, -0.0001, 0.0000, 0.0000, 0.0007, 0.0002, 0.0000, 0.0000, 0.0001, 0.0247, 0.0088, -0.0001, 0.0000, 0.0000, 0.0000, 0.0014, -0.0046, 0.0001, 0.0000, 0.0001, 0.0000, 0.0000, -0.0001, 0.0000, -0.0001, 0.0000, 0.0000, 0.0003, -0.0006, 0.0000, -0.0011, 0.0000, -0.0001, -0.0133, 0.0000, -0.0015, -0.0001, 2.7492, 0.0000, 0.0272, -0.0011, 0.0006, 0.0000, 0.0000, 0.0000, 0.0000, 0.0001, -0.0002, -0.0006, 0.0035, -0.0011, 0.0000, 0.0022, 0.0000, 0.0001]}